Density functional theory data (ωB97M-V/def2-TZVPD) for a cluster of 14 separate species, C78H178N6O14 in total.

Output
**Net charge**: 0
**Kohn-Sham gap**: 9.148 eV
**E_LUMO**: 0.5 eV
**Molecular weight**: 1424.3 Da

CARTESIAN COORDINATES (ANGSTROEM)
C (6.488, -1.589, -2.194)
C (5.787, -2.840, -1.651)
C (6.570, -4.038, -1.928)
O (5.692, -2.781, -0.218)
H (6.002, -0.658, -1.832)
H (6.560, -1.553, -3.303)
H (7.474, -1.501, -1.805)
H (4.798, -3.012, -2.083)
H (7.630, -3.844, -1.630)
H (6.626, -4.306, -2.984)
H (6.117, -4.873, -1.338)
H (5.462, -1.854, -0.015)
C (-3.088, 3.970, 2.499)
C (-3.490, 5.197, 1.730)
C (-4.840, 5.041, 1.071)
O (-3.402, 6.331, 2.522)
H (-2.182, 4.064, 3.058)
H (-2.933, 3.185, 1.796)
H (-3.919, 3.634, 3.122)
H (-2.726, 5.280, 0.884)
H (-5.572, 4.521, 1.719)
H (-4.546, 4.294, 0.331)
H (-5.321, 5.942, 0.609)
H (-2.920, 6.966, 1.996)
C (-1.500, 3.108, 6.443)
C (-1.439, 1.577, 6.230)
C (-2.431, 1.090, 5.152)
O (-0.086, 1.279, 5.825)
H (-1.193, 3.627, 5.570)
H (-0.902, 3.334, 7.297)
H (-2.496, 3.513, 6.706)
H (-1.676, 1.031, 7.135)
H (-3.458, 1.348, 5.338)
H (-2.344, -0.033, 5.121)
H (-2.142, 1.409, 4.175)
H (-0.074, 0.325, 5.989)
C (5.094, 3.450, 2.708)
C (4.789, 3.845, 4.195)
C (3.323, 3.624, 4.515)
O (5.559, 3.137, 5.160)
H (5.018, 2.359, 2.556)
H (6.060, 3.850, 2.358)
H (4.284, 3.762, 2.029)
H (4.949, 4.882, 4.333)
H (2.997, 2.717, 4.006)
H (2.777, 4.440, 4.080)
H (3.032, 3.695, 5.548)
H (6.514, 3.286, 5.000)
C (-2.413, -2.252, 2.413)
C (-3.785, -2.307, 3.046)
C (-4.533, -0.973, 3.184)
O (-4.566, -3.276, 2.255)
H (-1.976, -1.426, 2.982)
H (-2.455, -1.933, 1.385)
H (-1.780, -3.114, 2.603)
H (-3.673, -2.697, 4.042)
H (-5.485, -1.181, 3.688)
H (-4.695, -0.588, 2.166)
H (-4.022, -0.343, 3.965)
H (-5.395, -3.328, 2.762)
C (0.001, -1.901, 4.763)
C (-0.666, -2.197, 6.082)
C (-0.460, -3.654, 6.467)
O (-0.274, -1.293, 7.112)
H (-0.214, -2.613, 3.986)
H (1.079, -1.867, 4.841)
H (-0.337, -0.910, 4.431)
H (-1.733, -1.972, 6.030)
H (-0.865, -4.263, 5.667)
H (-1.046, -3.989, 7.372)
H (0.594, -3.950, 6.563)
H (0.602, -1.608, 7.434)
C (3.612, -1.146, 4.991)
C (5.072, -0.700, 4.721)
C (5.823, -1.702, 3.849)
O (5.087, 0.551, 4.008)
H (3.598, -2.238, 5.116)
H (2.947, -0.917, 4.136)
H (3.235, -0.696, 5.929)
H (5.594, -0.589, 5.719)
H (6.861, -1.396, 3.797)
H (5.358, -1.769, 2.916)
H (5.862, -2.643, 4.363)
H (5.449, 1.250, 4.536)
C (-5.046, -4.889, -1.077)
C (-3.564, -4.673, -0.919)
C (-2.952, -3.396, -1.469)
O (-3.152, -4.873, 0.447)
H (-5.645, -4.215, -0.521)
H (-5.290, -5.920, -0.847)
H (-5.211, -4.676, -2.139)
H (-3.116, -5.515, -1.456)
H (-1.919, -3.379, -1.081)
H (-3.427, -2.502, -1.014)
H (-3.062, -3.234, -2.523)
H (-3.844, -4.418, 0.921)
C (-0.846, 4.269, -4.832)
C (-2.354, 4.413, -4.640)
C (-2.779, 3.821, -3.299)
C (-2.355, 4.773, -2.144)
C (-2.998, 6.168, -2.346)
C (-2.591, 6.785, -3.729)
N (-2.974, 5.752, -4.707)
O (-2.502, 6.303, -5.990)
C (-3.395, 8.070, -3.946)
C (-1.109, 7.164, -3.645)
C (-3.088, 3.500, -5.709)
H (-0.343, 4.657, -3.941)
H (-0.482, 4.818, -5.675)
H (-0.622, 3.195, -4.990)
H (-3.857, 3.647, -3.290)
H (-2.300, 2.850, -3.010)
H (-1.243, 4.796, -2.089)
H (-2.670, 4.298, -1.259)
H (-2.697, 6.835, -1.545)
H (-4.123, 6.017, -2.327)
H (-3.566, 8.550, -2.975)
H (-2.856, 8.801, -4.547)
H (-4.416, 7.910, -4.357)
H (-0.485, 6.491, -3.027)
H (-0.641, 7.183, -4.627)
H (-1.075, 8.150, -3.201)
H (-4.129, 3.816, -5.693)
H (-2.983, 2.472, -5.380)
H (-2.598, 3.606, -6.671)
H (-3.336, 6.483, -6.502)
C (4.856, -6.557, 3.421)
C (3.813, -6.535, 2.274)
C (3.512, -8.008, 1.834)
C (2.288, -8.148, 0.938)
C (1.078, -7.557, 1.600)
C (1.323, -6.055, 2.017)
N (2.535, -6.001, 2.854)
O (2.809, -4.577, 3.076)
C (1.295, -5.066, 0.826)
C (0.113, -5.705, 2.900)
C (4.326, -5.781, 1.080)
H (5.785, -6.921, 2.981)
H (4.454, -7.387, 4.030)
H (4.958, -5.629, 4.005)
H (4.397, -8.338, 1.305)
H (3.408, -8.631, 2.736)
H (2.119, -9.223, 0.669)
H (2.531, -7.730, -0.019)
H (0.789, -8.094, 2.468)
H (0.206, -7.528, 0.954)
H (1.419, -5.602, -0.095)
H (0.317, -4.581, 0.902)
H (2.104, -4.332, 0.823)
H (-0.023, -4.663, 3.157)
H (-0.787, -5.879, 2.303)
H (0.065, -6.296, 3.771)
H (4.261, -4.682, 1.141)
H (3.758, -6.076, 0.197)
H (5.384, -6.043, 0.877)
H (2.868, -4.514, 4.038)
C (3.253, 5.402, -2.780)
C (3.726, 4.667, -1.603)
C (4.881, 5.401, -0.968)
C (4.465, 6.678, -0.278)
C (3.446, 6.308, 0.816)
C (2.189, 5.591, 0.227)
N (2.692, 4.391, -0.520)
O (1.558, 3.756, -1.118)
C (1.499, 5.005, 1.451)
C (1.259, 6.593, -0.490)
C (4.213, 3.292, -2.101)
H (4.026, 5.348, -3.517)
H (2.924, 6.413, -2.655)
H (2.441, 4.861, -3.247)
H (5.312, 4.733, -0.173)
H (5.722, 5.477, -1.723)
H (3.952, 7.339, -0.970)
H (5.340, 7.226, 0.168)
H (3.147, 7.247, 1.263)
H (3.940, 5.728, 1.614)
H (2.111, 4.315, 1.990)
H (1.261, 5.797, 2.174)
H (0.556, 4.406, 1.222)
H (0.584, 7.021, 0.231)
H (1.748, 7.477, -0.839)
H (0.706, 6.148, -1.352)
H (4.514, 2.726, -1.205)
H (5.095, 3.482, -2.719)
H (3.405, 2.768, -2.628)
H (1.661, 2.824, -0.778)
C (-7.167, 0.036, -4.566)
C (-7.379, 0.134, -3.040)
C (-7.664, -1.214, -2.413)
C (-7.501, -1.314, -0.862)
C (-6.221, -0.502, -0.354)
C (-6.045, 0.853, -1.021)
N (-6.138, 0.583, -2.427)
O (-5.955, 1.859, -3.071)
C (-6.909, 1.947, -0.486)
C (-4.551, 1.319, -0.811)
C (-8.674, 1.007, -2.847)
H (-6.249, -0.511, -4.871)
H (-7.151, 0.948, -5.102)
H (-8.071, -0.524, -4.926)
H (-8.636, -1.660, -2.758)
H (-6.923, -1.945, -2.841)
H (-7.414, -2.370, -0.485)
H (-8.396, -0.882, -0.408)
H (-5.348, -1.102, -0.566)
H (-6.299, -0.402, 0.714)
H (-6.948, 2.757, -1.213)
H (-7.868, 1.576, -0.206)
H (-6.428, 2.322, 0.384)
H (-4.405, 1.407, 0.264)
H (-3.912, 0.541, -1.240)
H (-4.360, 2.258, -1.292)
H (-9.380, 0.565, -3.553)
H (-8.652, 2.068, -3.070)
H (-9.112, 0.837, -1.860)
H (-5.092, 1.817, -3.430)
C (2.673, -1.828, -4.047)
C (2.021, -3.215, -3.835)
C (0.510, -3.096, -4.287)
C (-0.156, -4.484, -4.590)
C (0.809, -5.315, -5.392)
C (2.210, -5.474, -4.917)
N (2.746, -4.133, -4.726)
O (4.096, -4.320, -4.091)
C (2.210, -6.388, -3.690)
C (3.074, -6.155, -5.949)
C (1.926, -3.582, -2.394)
H (2.060, -0.984, -3.656)
H (3.011, -1.478, -5.032)
H (3.558, -1.821, -3.372)
H (-0.012, -2.543, -3.521)
H (0.461, -2.498, -5.232)
H (-1.181, -4.387, -5.071)
H (-0.221, -5.108, -3.684)
H (0.939, -4.851, -6.373)
H (0.375, -6.299, -5.648)
H (1.611, -7.294, -4.057)
H (3.231, -6.712, -3.395)
H (1.711, -6.042, -2.783)
H (3.087, -5.442, -6.790)
H (4.146, -6.225, -5.559)
H (2.700, -7.124, -6.299)
H (1.025, -4.182, -2.262)
H (1.633, -2.679, -1.852)
H (2.742, -4.025, -1.888)
H (4.764, -4.119, -4.768)
C (3.257, 0.678, 1.048)
C (1.764, 0.325, 0.859)
C (0.895, 1.066, 1.932)
C (-0.611, 1.012, 1.667)
C (-0.825, 1.523, 0.271)
C (-0.026, 0.806, -0.877)
N (1.391, 0.928, -0.509)
O (2.057, 0.045, -1.457)
C (-0.518, -0.679, -1.072)
C (-0.243, 1.557, -2.197)
C (1.596, -1.208, 1.093)
H (3.892, 0.155, 0.294)
H (3.646, 0.404, 2.042)
H (3.388, 1.757, 0.859)
H (1.114, 0.639, 2.935)
H (1.193, 2.136, 1.940)
H (-1.154, 1.597, 2.371)
H (-0.932, -0.006, 1.760)
H (-0.619, 2.614, 0.214)
H (-1.898, 1.446, -0.035)
H (-1.595, -0.768, -1.335)
H (0.020, -1.195, -1.882)
H (-0.369, -1.286, -0.184)
H (-0.123, 2.630, -2.069)
H (0.392, 1.176, -2.950)
H (-1.257, 1.409, -2.557)
H (2.164, -1.457, 1.972)
H (2.047, -1.814, 0.251)
H (0.585, -1.523, 1.199)
H (2.593, 0.645, -2.001)